Computed, not measured: a structure of composition C24H43Cl2N4O4SSiTi, with ωB97M-V/def2-TZVPD.

Each line ends with the Mulliken spin population.
Atoms and positions in Å:
C: -1.8322 -0.2231 -3.7264  0.011
C: -1.2284 -1.3393 -2.9381  -0.001
H: -1.1770 0.0804 -4.5536  0.000
H: -2.0333 0.6345 -3.0798  -0.006
H: -2.7771 -0.5594 -4.1849  -0.001
C: -0.4548 -2.2889 -3.5094  -0.005
C: -0.0184 -2.3032 -4.9363  0.000
H: -0.2043 -3.2081 -2.9609  0.003
H: 0.4321 -1.3658 -5.2755  0.000
H: -0.8312 -2.5495 -5.6274  0.001
H: 0.7273 -3.0892 -5.0742  0.000
Ti: -0.0351 0.7671 0.2900  1.436
Cl: -2.1413 2.7510 -0.3770  -0.012
C: -0.2426 -1.7393 2.1393  0.021
O: 0.5062 -0.9236 1.5557  -0.029
N: 0.1903 -2.6541 3.0087  -0.003
C: 1.6189 -2.8342 3.2301  0.001
C: -0.7587 -3.5630 3.6411  0.001
H: -1.3370 -1.7384 1.9503  0.011
H: 2.1270 -1.8735 3.1409  0.003
H: 2.0465 -3.5299 2.4947  0.001
H: 1.7476 -3.2463 4.2312  -0.003
H: -1.7671 -3.1408 3.5528  0.003
H: -0.5065 -3.6898 4.6998  -0.002
H: -0.7659 -4.5488 3.1518  0.000
H: 0.7556 1.4846 4.8370  0.010
H: -1.2879 3.6153 4.6783  -0.002
C: 1.3591 2.2935 4.3971  -0.013
C: -0.3318 4.1052 4.4273  0.014
N: 0.5097 3.2088 3.6291  0.095
H: 2.1513 1.8828 3.7666  0.004
C: 0.1893 2.9751 2.3615  0.330
O: 0.7520 2.0893 1.6301  0.033
H: -0.5340 5.0304 3.8752  0.002
H: -0.6174 3.5999 1.9405  0.026
H: 1.7926 2.8834 5.2088  0.006
H: 0.2198 4.3370 5.3421  0.002
H: 1.4150 0.0253 -3.3912  0.007
H: 2.4827 -2.9516 -2.7537  0.001
C: 2.4339 -0.0137 -2.9908  0.009
C: 3.1751 -2.2578 -2.2565  0.002
N: 2.5232 -0.9988 -1.9150  -0.017
H: 2.7136 0.9759 -2.6277  0.001
C: 2.4842 -0.7001 -0.5947  0.066
O: 1.9750 0.3162 -0.0836  -0.083
H: 3.5437 -2.7383 -1.3374  0.001
H: 2.9718 -1.4410 0.0681  0.011
H: 3.0943 -0.3197 -3.8002  0.000
H: 4.0245 -2.0629 -2.9253  -0.002
O: -1.1393 -0.3213 -0.7323  0.007
C: -1.6803 -1.4027 -1.4759  0.009
C: -0.0221 -3.0898 -0.6359  0.020
C: -1.3532 -2.7123 -0.7753  0.001
H: 0.7401 -2.4476 -1.1061  -0.001
C: 0.3217 -4.3045 -0.0302  -0.005
H: -2.7743 -1.2902 -1.5003  0.005
C: -2.3539 -3.4947 -0.1859  0.003
H: 1.3784 -4.5927 -0.0082  0.000
C: -0.6852 -5.1306 0.4652  0.001
C: -2.0193 -4.7156 0.4214  -0.001
H: -3.3961 -3.1468 -0.2547  0.000
H: -0.4210 -6.0901 0.9041  0.000
H: -2.8143 -5.3609 0.8273  0.000
Si: -0.8629 4.3316 -0.9503  -0.002
Cl: 0.3969 1.6133 -1.7412  0.004
C: 0.9658 4.3497 -0.4469  0.027
C: -1.7022 5.8086 -0.1987  0.004
C: -0.9092 4.4491 -2.8133  0.003
H: 1.4428 3.4510 -0.0530  -0.015
H: 1.1256 5.1443 0.2863  -0.003
H: 1.5209 4.6277 -1.3512  0.006
H: -0.0017 4.0709 -3.2897  0.001
H: -0.9884 5.5239 -3.0029  0.000
H: -1.7773 3.9516 -3.2462  0.000
H: -1.5104 5.7859 0.8873  0.000
H: -2.7886 5.7416 -0.3998  0.001
H: -1.2779 6.7144 -0.6569  0.000
S: -2.8407 1.4432 4.1690  0.012
C: -2.1152 1.0888 2.7948  0.027
N: -1.5393 0.8410 1.7712  -0.037

Output
⟨S²⟩ = 2.0156
LUMO (spin up / spin down) = 2.354 / 2.327 eV
spin multiplicity = 3
total charge = -1
energy above the lowest of the compared OMol25 structures with the same formula, charge and spin = 0.000 eV
HOMO level (spin up / spin down) = -0.3 / -4.6 eV

***

Computed, not measured: an isolated molecule of C25H36N4O4, with ωB97M-V/def2-TZVPD.

Each line ends with the natural charge from an NBO analysis.
Atoms and positions in Å:
C: 1.3011 4.1085 -1.3958  -0.616
H: 0.2162 4.1177 -1.3480  0.206
H: 1.6133 4.7982 -2.1766  0.214
H: 1.6180 3.1064 -1.6675  0.217
C: 1.9325 4.5302 -0.0742  -0.203
N: 1.6785 3.5850 1.0076  -0.476
C: 2.5505 3.8330 2.1481  -0.203
H: 2.2688 4.7644 2.6707  0.166
C: 2.5629 2.6806 3.1460  -0.619
H: 2.8320 1.7514 2.6505  0.210
H: 3.2974 2.8861 3.9213  0.217
H: 1.5940 2.5550 3.6211  0.205
H: 3.5655 3.9657 1.7625  0.195
C: 0.2660 3.5050 1.3792  -0.233
H: 0.1153 3.8765 2.3999  0.192
H: -0.3294 4.1384 0.7183  0.201
C: -0.2892 2.0726 1.3022  -0.243
N: -0.3573 1.5521 -0.0467  -0.465
C: 0.6422 0.7969 -0.6141  0.808
O: 0.4388 0.1122 -1.6052  -0.707
N: 1.8386 0.8967 0.0352  -0.691
H: 1.9757 1.7931 0.5030  0.438
C: 3.0419 0.2367 -0.4444  -0.029
C: 2.8491 -1.2807 -0.4813  -0.416
C: 4.1351 -1.9737 -0.9177  -0.394
C: 4.5688 -1.4719 -2.2912  -0.396
C: 4.7671 0.0400 -2.2629  -0.395
C: 3.4853 0.7393 -1.8230  -0.420
H: 3.6446 1.8202 -1.7837  0.198
H: 2.6852 0.5330 -2.5351  0.226
H: 5.5733 0.2868 -1.5664  0.187
H: 5.0601 0.3971 -3.2526  0.207
H: 5.4954 -1.9645 -2.5951  0.203
H: 3.7980 -1.7194 -3.0235  0.197
H: 3.9784 -3.0539 -0.9473  0.207
H: 4.9262 -1.7704 -0.1905  0.187
H: 2.5444 -1.6292 0.5082  0.206
H: 2.0472 -1.5075 -1.1834  0.231
H: 3.8266 0.4738 0.2870  0.186
C: -1.6551 1.5501 -0.6957  -0.232
C: -2.5257 0.4118 -0.2256  -0.142
C: -2.4115 -0.8329 -0.7425  -0.098
C: -3.2220 -1.9140 -0.2853  -0.156
C: -3.1160 -3.2131 -0.7876  -0.179
C: -3.9351 -4.2217 -0.3247  0.192
C: -4.9121 -3.9368 0.6490  0.264
C: -5.0116 -2.6608 1.1749  -0.301
C: -4.1709 -1.6486 0.7227  0.266
N: -4.2484 -0.3802 1.2311  -0.581
C: -3.4701 0.6899 0.8488  0.631
O: -3.6056 1.7688 1.4087  -0.651
H: -4.9217 -0.1951 1.9654  0.411
H: -5.7568 -2.4705 1.9311  0.222
O: -5.7825 -4.8879 1.1024  -0.480
C: -5.8178 -6.0529 0.3053  -0.097
C: -4.3988 -6.4844 -0.0578  -0.096
H: -4.4027 -7.3906 -0.6648  0.204
O: -3.7725 -5.4868 -0.8318  -0.482
H: -3.8269 -6.6598 0.8642  0.179
H: -6.3287 -6.8149 0.8954  0.203
H: -6.3838 -5.8571 -0.6155  0.182
H: -2.3827 -3.4425 -1.5434  0.231
H: -1.6799 -1.0180 -1.5157  0.248
H: -2.1533 2.4978 -0.4777  0.221
H: -1.4800 1.4532 -1.7695  0.238
H: -1.3041 2.0899 1.7061  0.239
H: 0.3164 1.4020 1.9169  0.209
H: 1.5849 5.5435 0.1936  0.166
H: 3.0165 4.5807 -0.2124  0.194

Output
LUMO = 0.503 eV
energy above the lowest of the compared OMol25 structures with the same formula, charge and spin = 0.000 eV
HOMO level = -7.8 eV